No. 1
The following is a DFT calculation (ωB97M-V/def2-TZVPD) of the molecule Br2H4P2Si in a non-equilibrium geometry.

The geometry in XYZ format:
```
9
Br2H4P2Si (ωB97M-V/def2-TZVPD)
P -0.874 -1.735 -0.629
P 0.735 -0.445 0.088
Si 1.113 1.917 0.281
Br -0.409 2.464 -1.347
Br -0.129 1.826 2.199
H -1.689 -1.061 0.420
H -1.624 -0.948 -1.656
H 1.749 -1.037 -0.660
H 1.127 -0.981 1.306
```

* ΔE to the lowest compared entry with this formula, charge and spin: 22.5 kcal per mole
* HOMO: -8.222 eV
* LUMO: -0.291 eV
* net charge: 0
* structure (SMILES): P[PH2]=[Si](Br)Br
* gap between HOMO and LUMO: 7.9 eV
* strongest force on any atom: 2.5 eV/Å

=====

No. 2
The following is a DFT calculation (ωB97M-V/def2-TZVPD) of the molecule Br2H4Si2.

The geometry in XYZ format:
```
8
Br2H4Si2 (ωB97M-V/def2-TZVPD)
Br -2.786 0.096 -0.183
Si -0.776 -0.857 0.021
Si 0.776 0.857 0.021
Br 2.786 -0.096 -0.183
H -0.856 -1.612 1.267
H -0.696 -1.781 -1.105
H 0.856 1.612 1.267
H 0.696 1.781 -1.105
```

* ΔE to the lowest compared entry with this formula, charge and spin: 0.9 kcal per mole
* HOMO: -10.117 eV
* LUMO: 0.132 eV
* net charge: 0
* structure (SMILES): Br[SiH2][SiH2]Br
* gap between HOMO and LUMO: 10.2 eV
* strongest force on any atom: 0.7 eV/Å

=====

No. 3
The following is a DFT calculation (ωB97M-V/def2-TZVPD) of the molecule Br2H8Si5 in a non-equilibrium geometry.

The geometry in XYZ format:
```
15
Br2H8Si5 (ωB97M-V/def2-TZVPD)
Si -0.640 1.187 0.837
Si -1.515 -0.834 0.189
Si 1.274 0.977 2.064
Si -0.474 -1.483 -1.792
Si 1.737 -1.161 -2.755
Br 2.250 1.080 -2.618
Br 2.777 -0.264 0.810
H -0.106 2.238 -0.226
H -1.641 2.033 1.502
H -1.319 -2.060 1.074
H -2.938 -0.606 -0.231
H 2.034 2.264 2.345
H 1.076 -0.056 3.141
H -0.972 -2.819 -1.938
H -1.542 -0.496 -2.401
```

* ΔE to the lowest compared entry with this formula, charge and spin: 0.0 kcal per mole
* HOMO (spin up / spin down): -7.163 / -9.504 eV
* LUMO (spin up / spin down): 0.168 / -2.724 eV
* net charge: 0
* gap between HOMO and LUMO (spin up / spin down): 7.3 / 6.8 eV
* multiplicity: 3
* strongest force on any atom: 2.1 eV/Å

=====

No. 4
The following is a DFT calculation (ωB97M-V/def2-TZVPD) of a cluster of 2 separate species, Br2HO3P in total in a non-equilibrium geometry.

The geometry in XYZ format:
```
7
Br2HO3P (ωB97M-V/def2-TZVPD)
O -0.695 -1.387 -0.096
O 1.129 -2.817 -0.892
O -0.650 -1.248 -3.170
P 0.931 -1.482 -0.416
Br -3.487 -1.457 -1.446
Br -1.512 -2.394 -2.444
H -1.212 -0.562 0.201
```

* ΔE to the lowest compared entry with this formula, charge and spin: 33.5 kcal per mole
* HOMO: -9.611 eV
* LUMO: -2.042 eV
* net charge: 0
* gap between HOMO and LUMO: 7.6 eV
* strongest force on any atom: 3.1 eV/Å

=====

No. 5
The following is a DFT calculation (ωB97M-V/def2-TZVPD) of a cluster of 2 separate species, Br2S2 in total in a non-equilibrium geometry.

The geometry in XYZ format:
```
4
Br2S2 (ωB97M-V/def2-TZVPD)
S 1.218 -1.183 -0.185
S -1.017 1.257 -0.303
Br 2.693 -0.287 0.945
Br -2.893 0.213 -0.457
```

* ΔE to the lowest compared entry with this formula, charge and spin: 71.5 kcal per mole
* HOMO (spin up / spin down): -8.815 / -8.799 eV
* LUMO (spin up / spin down): -3.722 / -3.715 eV
* net charge: 0
* gap between HOMO and LUMO (spin up / spin down): 5.1 / 5.1 eV
* strongest force on any atom: 2.4 eV/Å

=====

No. 6
The following is a DFT calculation (ωB97M-V/def2-TZVPD) of a cluster of 2 separate species, Br3H3Si3 in total in a non-equilibrium geometry.

The geometry in XYZ format:
```
9
Br3H3Si3 (ωB97M-V/def2-TZVPD)
Si 2.474 -0.233 -0.662
Si -3.521 -0.462 0.919
Si 0.260 -0.438 -0.164
Br 2.818 1.976 0.132
Br -4.136 1.895 1.017
Br 3.617 -1.449 1.011
H 3.243 -0.127 -1.924
H -4.731 -1.037 1.310
H -0.023 -0.127 -1.638
```

* ΔE to the lowest compared entry with this formula, charge and spin: 52.4 kcal per mole
* HOMO: -9.071 eV
* LUMO: -2.090 eV
* net charge: 0
* gap between HOMO and LUMO: 7.0 eV
* strongest force on any atom: 3.2 eV/Å

=====

No. 7
The following is a DFT calculation (ωB97M-V/def2-TZVPD) of a cluster of 2 separate species, Br3HOP in total in a non-equilibrium geometry.

The geometry in XYZ format:
```
6
Br3HOP (ωB97M-V/def2-TZVPD)
O -1.728 -0.559 0.674
P 0.547 0.013 -0.107
Br 0.647 1.798 -1.489
Br 1.137 -1.788 -1.084
Br 1.707 0.488 1.689
H -2.310 0.048 0.318
```

* ΔE to the lowest compared entry with this formula, charge and spin: 63.5 kcal per mole
* HOMO: -15.898 eV
* LUMO: -8.296 eV
* net charge: +1
* gap between HOMO and LUMO: 7.6 eV
* strongest force on any atom: 6.2 eV/Å

=====

No. 8
The following is a DFT calculation (ωB97M-V/def2-TZVPD) of a cluster of 2 separate species, Br3HOSi in total in a non-equilibrium geometry.

The geometry in XYZ format:
```
6
Br3HOSi (ωB97M-V/def2-TZVPD)
O -1.748 0.601 -0.416
Si 0.671 -0.075 0.152
Br 1.530 1.398 -1.279
Br 0.786 -2.180 -0.434
Br 1.037 0.340 2.273
H -2.276 -0.085 -0.295
```

* ΔE to the lowest compared entry with this formula, charge and spin: 95.6 kcal per mole
* HOMO: -9.763 eV
* LUMO: -1.354 eV
* net charge: 0
* gap between HOMO and LUMO: 8.4 eV
* strongest force on any atom: 8.4 eV/Å

=====

No. 9
The following is a DFT calculation (ωB97M-V/def2-TZVPD) of a structure of composition Br4Cu in a non-equilibrium geometry.

The geometry in XYZ format:
```
5
Br4Cu (ωB97M-V/def2-TZVPD)
Cu -0.171 0.150 0.118
Br 2.048 -1.543 -0.843
Br -2.659 -0.425 -1.071
Br 0.821 2.492 -1.204
Br -0.039 -0.674 3.000
```

* ΔE to the lowest compared entry with this formula, charge and spin: 6.1 kcal per mole
* HOMO (spin up / spin down): -2.559 / -2.383 eV
* LUMO (spin up / spin down): 5.603 / 2.815 eV
* net charge: -2
* gap between HOMO and LUMO (spin up / spin down): 8.2 / 5.2 eV
* multiplicity: 2
* strongest force on any atom: 1.3 eV/Å

=====

No. 10
The following is a DFT calculation (ωB97M-V/def2-TZVPD) of a structure of composition Br5HSi2 in a non-equilibrium geometry.

The geometry in XYZ format:
```
8
Br5HSi2 (ωB97M-V/def2-TZVPD)
Si 0.426 1.604 1.100
Si -0.340 -1.606 -1.160
Br 2.314 0.315 1.016
Br -1.559 0.750 1.398
Br 1.112 -3.151 -1.997
Br -2.329 -2.700 -1.347
Br -0.260 1.946 -1.047
H 0.636 2.842 2.037
```

* ΔE to the lowest compared entry with this formula, charge and spin: 45.0 kcal per mole
* HOMO: -9.189 eV
* LUMO: -1.046 eV
* net charge: 0
* gap between HOMO and LUMO: 8.1 eV
* strongest force on any atom: 2.1 eV/Å

=====

No. 11
The following is a DFT calculation (ωB97M-V/def2-TZVPD) of a cluster of 2 separate species, Br5HSi3 in total in a non-equilibrium geometry.

The geometry in XYZ format:
```
9
Br5HSi3 (ωB97M-V/def2-TZVPD)
Si -2.086 0.057 -0.384
Si -0.393 -0.683 -1.791
Si 3.279 1.044 1.579
Br -2.299 2.175 -1.216
Br -0.223 -2.843 -1.043
Br 2.369 1.221 -0.535
Br -0.435 0.382 1.380
Br 3.218 -1.174 1.774
H -3.428 -0.179 0.236
```

* ΔE to the lowest compared entry with this formula, charge and spin: 4.2 kcal per mole
* HOMO: -8.995 eV
* LUMO: -1.722 eV
* net charge: 0
* gap between HOMO and LUMO: 7.3 eV
* strongest force on any atom: 2.1 eV/Å

=====

No. 12
The following is a DFT calculation (ωB97M-V/def2-TZVPD) of a cluster of 4 separate species, BrClFHN3O in total in a non-equilibrium geometry.

The geometry in XYZ format:
```
8
BrClFHN3O (ωB97M-V/def2-TZVPD)
N 0.812 1.716 0.278
N 1.131 0.814 0.859
N 1.852 -0.501 -0.427
O 0.556 2.712 -0.330
F -1.940 -1.573 1.370
Cl -1.685 -0.135 -1.055
Br 1.033 -1.757 -1.231
H -1.760 -1.275 0.536
```

* ΔE to the lowest compared entry with this formula, charge and spin: 104.1 kcal per mole
* HOMO (spin up / spin down): -4.528 / -4.669 eV
* LUMO (spin up / spin down): 2.539 / 2.501 eV
* net charge: -1
* gap between HOMO and LUMO (spin up / spin down): 7.1 / 7.2 eV
* strongest force on any atom: 3.5 eV/Å

=====

DFT total energy for the records above, in order: -166605.6920 -155906.7909 -179600.1499 -155529.3230 -161752.4512 -233807.7910 -221470.0499 -220069.9467 -324813.4387 -365988.1586 -373864.8070 -91812.6835 eV